8
Properties=species:S:1:pos:R:3 method="wB97M-V/def2-TZVPD" homo_lumo_gap_ev=6.890 molar_mass_g_mol=262.9 total_energy_ev=-40450.5190 relative_energy_kcal_mol=83.7 lumo_energy_ev=-1.56
N 0.83650 0.50602 -1.14904
N -0.56005 0.94798 1.35781
N -0.55372 -1.56981 0.84002
P 0.96607 -0.77818 -2.04358
P -1.39235 -0.39576 1.53277
P 0.87459 1.23207 0.45747
I -0.74298 -2.39392 -0.95963
H 0.57194 2.45160 -0.03582

4
Properties=species:S:1:pos:R:3 method="wB97M-V/def2-TZVPD" homo_lumo_gap_ev=8.575 smiles=OSI molar_mass_g_mol=176.0 total_energy_ev=-20998.0857 relative_energy_kcal_mol=17.7 lumo_energy_ev=-0.55
O -0.78834 -0.17994 0.44680
S -2.18601 0.76606 -0.48135
I -3.34819 -1.03514 -1.30459
H -0.22985 -0.47600 -0.42888

6
Properties=species:S:1:pos:R:3 method="wB97M-V/def2-TZVPD" homo_lumo_gap_ev=7.890 molar_mass_g_mol=93.1 total_energy_ev=-17922.7108 relative_energy_kcal_mol=36.2 lumo_energy_ev=3.96 total_charge=-1
N 1.58908 1.13048 -0.96080
N -1.43659 -0.25937 -0.37291
O -0.68906 -0.48413 0.63340
O -2.61377 -0.65245 -0.20606
S 1.17966 0.76980 0.37801
H 1.97068 -0.50434 0.52835

7
Properties=species:S:1:pos:R:3 method="wB97M-V/def2-TZVPD" homo_lumo_gap_ev="7.867 / 6.686" molar_mass_g_mol=108.0 total_energy_ev=-18418.9868 relative_energy_kcal_mol=45.1 lumo_energy_ev="-0.59 / -3.05" spin_multiplicity=3
N 0.79078 -0.83115 -1.43264
N -1.27212 0.73252 1.38761
O -0.33222 1.45866 1.15719
O 0.69205 -0.20527 -2.46108
O -1.03993 -0.47941 1.14756
P 0.58791 -1.17220 0.01103
H 0.57352 0.49685 0.19034

7
Properties=species:S:1:pos:R:3 method="wB97M-V/def2-TZVPD" homo_lumo_gap_ev=8.212 smiles="[H]/N=N/S(=O)(=O)[O-]" molar_mass_g_mol=109.1 total_energy_ev=-19973.7666 relative_energy_kcal_mol=58.8 lumo_energy_ev=4.23 total_charge=-1
H 0.51152 0.85964 -2.53555
N 0.07862 0.37202 -1.65948
N 0.32914 0.90783 -0.60591
S -0.17265 -0.37366 1.00460
O -0.59978 -1.59993 0.23646
O 1.04481 -0.53651 1.83130
O -1.19167 0.37061 1.72858

8
Properties=species:S:1:pos:R:3 method="wB97M-V/def2-TZVPD" homo_lumo_gap_ev=9.177 molar_mass_g_mol=125.1 total_energy_ev=-22019.9453 relative_energy_kcal_mol=31.8 lumo_energy_ev=3.97 total_charge=-1
N -0.37496 0.02007 0.60965
N -1.11935 -0.56566 -0.26603
O 2.26735 0.68692 1.13760
O -2.27023 -0.24537 -0.41163
O -0.57751 -1.48948 -0.94057
O 1.46608 0.84674 -1.20688
S 1.65356 0.05917 -0.01980
H -1.04494 0.68760 1.09766

What did the third record say?
6
Properties=species:S:1:pos:R:3 method="wB97M-V/def2-TZVPD" homo_lumo_gap_ev=7.890 molar_mass_g_mol=93.1 total_energy_ev=-17922.7108 relative_energy_kcal_mol=36.2 lumo_energy_ev=3.96 total_charge=-1
N 1.58908 1.13048 -0.96080
N -1.43659 -0.25937 -0.37291
O -0.68906 -0.48413 0.63340
O -2.61377 -0.65245 -0.20606
S 1.17966 0.76980 0.37801
H 1.97068 -0.50434 0.52835